Entry 1:
Entry from the OMol25 dataset: C15H20NNiO3 as an isolated structure (ωB97M-V/def2-TZVPD).

Structure (XYZ):
```
40
Properties=species:S:1:pos:R:3:forces:R:3:mulliken_charge:R:1
C -2.340 1.001 2.835 0.2 1.0 -0.1 -0.90
C -2.630 0.763 1.272 0.2 0.1 -0.2 -0.50
C -2.572 -0.767 0.796 -0.8 0.2 0.5 -0.40
C -1.302 -1.600 1.322 -1.1 -0.1 -0.7 -0.52
C 0.117 -0.853 1.202 1.3 -0.6 1.2 -1.21
N 0.981 -1.300 0.076 -1.4 -0.4 0.6 0.36
C 1.789 -2.505 0.402 1.6 0.7 -1.6 -0.60
C 3.202 -1.985 1.010 1.0 -0.3 2.3 0.53
O 3.436 -2.003 2.237 -0.6 0.3 -4.0 -0.51
O 4.247 -1.510 0.156 -3.0 -1.2 1.9 -0.23
C 0.252 -1.419 -1.218 0.6 0.1 -1.2 -0.12
C 1.202 -0.696 -2.324 0.8 -0.7 -1.5 -0.11
O 1.858 -1.354 -3.161 -2.2 2.2 2.9 -0.56
C 1.190 0.921 -2.243 0.1 1.3 0.2 0.43
C 2.198 1.596 -1.286 -2.9 2.4 -2.2 -0.13
C 2.132 3.156 -1.191 -2.5 -2.8 -2.3 -0.55
C 1.067 3.901 -2.052 0.2 -2.8 0.0 -0.37
C 0.076 3.191 -3.018 2.5 -2.8 2.2 -0.51
C 0.138 1.641 -3.117 2.5 2.1 2.6 -0.22
H -1.437 1.717 2.896 -1.4 -1.3 0.2 0.24
H -3.204 1.557 3.360 1.3 -1.1 -0.9 0.30
H -2.103 0.052 3.421 -0.3 1.2 -0.8 0.23
H -1.850 1.371 0.672 -1.3 -1.1 0.8 0.25
H -3.659 1.177 0.982 1.5 -0.7 0.4 0.45
H -2.720 -0.810 -0.341 0.5 -0.1 1.7 0.31
H -3.513 -1.283 1.245 1.1 0.6 -0.6 0.23
H -1.496 -1.850 2.438 0.4 0.5 -0.7 0.62
H -1.311 -2.614 0.749 0.4 1.3 0.5 0.37
H 0.062 0.284 1.160 -0.5 -1.6 0.0 0.36
H 0.698 -1.105 2.171 -0.8 0.6 -1.5 0.29
H 2.069 -2.995 -0.607 -0.6 0.5 1.7 0.50
H 1.252 -3.223 1.107 1.1 0.8 -0.7 0.30
H 0.075 -2.529 -1.461 0.2 1.6 0.0 0.43
H -0.741 -0.863 -1.265 1.4 -0.6 0.5 -0.12
H 2.923 0.953 -0.677 -1.2 1.2 -1.1 0.30
H 2.848 3.665 -0.472 -1.2 -0.5 -1.2 0.35
H 1.013 5.029 -1.943 0.1 -1.7 -0.3 0.34
H -0.717 3.717 -3.637 1.4 -0.5 1.0 0.35
H -0.555 1.014 -3.781 1.2 1.2 1.1 0.35
Ni -2.677 -3.444 2.286 0.4 0.7 -0.3 0.68
```
Forces are in eV/Å.

## Properties
LUMO level (spin up / spin down), hartree: -0.2371 / -0.2366
Energy, Eh: -2371.6979
Total charge: +1
Spin multiplicity: 3

---

Entry 2:
Entry from the OMol25 dataset: a 2-piece molecular cluster, C5H12NO2P overall (ωB97M-V/def2-TZVPD).

Structure (XYZ):
```
21
Properties=species:S:1:pos:R:3:forces:R:3:mulliken_charge:R:1
C -0.045 0.379 0.107 -0.8 -1.2 -0.2 -0.58
C 3.083 -0.003 -0.638 -0.8 1.0 -2.0 -0.83
C -2.240 -1.326 -1.234 0.8 -1.9 0.4 -1.05
C -2.152 -0.808 1.468 -1.7 -3.1 0.5 -1.14
C 3.249 0.821 0.551 -0.6 0.3 1.4 0.16
N 0.033 1.648 0.010 -0.9 2.4 -0.2 -0.02
O -2.660 1.234 -0.202 0.0 -0.2 -0.7 -0.81
O 2.698 1.878 0.713 0.1 0.7 0.2 -0.54
P -1.855 -0.022 -0.051 0.1 1.7 0.1 0.99
H 3.809 0.366 -1.355 0.2 0.5 -0.4 0.32
H 2.079 -0.040 -1.174 1.3 0.1 1.3 0.23
H 3.502 -0.912 -0.420 0.3 -2.8 0.4 0.34
H -2.100 -2.433 -0.915 -0.5 2.1 0.0 0.29
H -3.246 -1.053 -1.434 -1.3 -0.4 -0.2 0.34
H -1.752 -1.297 -2.182 0.6 0.5 -0.6 0.37
H -1.526 -1.694 1.333 -0.3 -0.7 0.0 0.36
H -1.654 -0.445 2.311 0.3 1.5 1.4 0.42
H -3.243 -1.155 1.703 2.0 0.9 -0.6 0.28
H 3.880 0.428 1.404 -0.1 0.1 -0.8 0.35
H -0.793 2.332 -0.162 1.0 -1.6 0.3 0.23
H 0.933 2.100 0.167 0.1 -0.1 -0.1 0.30
```
Forces are in eV/Å.

## Properties
LUMO level, hartree: 0.0304
Energy, Eh: -744.2249
ΔE to the lowest compared entry with this formula, charge and spin, kJ/mol: 258.4

---

Entry 3:
Entry from the OMol25 dataset: an isolated ion of composition C7H13NO3P and charge -1 (ωB97M-V/def2-TZVPD).

Structure (XYZ):
```
25
Properties=species:S:1:pos:R:3:forces:R:3:mulliken_charge:R:1
C 0.517 -3.366 -0.230 -1.4 -0.9 0.6 -0.13
C -0.819 -0.602 -0.439 0.6 -1.9 -0.2 0.03
C -1.516 0.657 -0.637 0.8 -0.9 -1.1 -0.86
C 0.567 -0.927 0.121 -1.2 2.1 -0.4 -0.56
C -2.755 2.131 0.832 0.4 0.9 -0.5 -1.36
C 2.668 0.663 -1.012 -1.0 -1.2 0.7 -1.08
C -1.363 1.794 0.208 -2.0 0.0 1.6 -0.04
N 1.030 -2.200 0.068 1.0 1.3 1.3 0.00
O 2.957 -0.889 1.197 0.4 -1.4 0.4 -0.90
O -0.644 -3.651 -0.467 -1.1 0.0 -0.9 -0.62
O 1.735 1.306 1.544 -1.0 -0.1 -0.5 -0.79
P 1.968 0.103 0.686 1.0 1.7 -1.0 0.95
H 1.216 -4.134 -0.068 1.4 -1.4 0.0 0.43
H -1.425 -1.083 0.328 -0.6 -0.6 0.4 0.31
H -1.001 -1.249 -1.312 0.2 0.1 0.2 0.45
H -2.250 0.674 -1.412 -0.4 0.0 -0.4 0.47
H -3.064 1.254 1.333 -0.5 -0.9 0.9 0.35
H -3.587 2.403 0.186 0.2 -0.2 -0.9 0.35
H -2.758 2.961 1.519 0.5 0.3 0.6 0.35
H 2.582 1.736 -0.985 -0.1 0.4 -0.5 0.28
H 3.724 0.368 -0.944 -0.3 0.0 -0.4 0.31
H 2.096 0.158 -1.862 1.0 0.8 1.0 0.26
H -0.726 1.506 1.030 0.7 0.6 0.1 0.21
H -0.995 2.556 -0.411 0.9 1.7 -0.3 0.29
H 1.843 -2.168 0.727 0.6 -0.5 -0.9 0.31
```
Forces are in eV/Å.

## Properties
LUMO level (spin up / spin down), hartree: 0.1288 / 0.1273
Energy, Eh: -896.3572
ΔE to the lowest compared entry with this formula, charge and spin, kJ/mol: 152.1
Total charge: -1

---

Entry 4:
Entry from the OMol25 dataset: a 2-piece molecular cluster, C9H9ClOS overall (ωB97M-V/def2-TZVPD).

Structure (XYZ):
```
21
Properties=species:S:1:pos:R:3:forces:R:3:mulliken_charge:R:1
O -1.537 -4.022 1.923 -0.9 -0.6 -0.9 -0.49
S -2.308 -2.775 1.084 0.5 -0.2 0.3 0.02
C -1.015 -2.009 0.131 -0.7 0.6 0.3 0.60
C -1.480 -1.066 -0.783 1.0 -1.1 -0.3 -0.69
C -0.484 -0.364 -1.512 -2.1 -0.2 1.5 -0.53
C 0.833 -0.630 -1.393 1.4 -1.3 1.6 -0.46
C 1.288 -1.540 -0.372 -1.8 1.0 -1.9 -0.60
C 0.346 -2.120 0.424 -0.4 -0.9 1.1 -0.30
H -1.933 -4.863 1.570 0.7 1.1 0.4 0.34
H -2.562 -1.047 -0.965 0.5 0.6 -0.1 0.36
H -0.760 0.567 -1.907 -0.5 0.8 -1.5 0.48
H 1.494 -0.030 -1.981 0.6 0.0 -0.2 0.42
H 2.277 -1.855 -0.261 1.6 0.2 0.2 0.49
H 0.621 -2.660 1.340 0.0 -0.1 -0.7 0.37
Cl 0.490 0.875 2.763 0.4 -0.5 0.5 -0.15
C -0.064 1.780 1.495 -2.8 1.1 -1.7 0.22
C -1.104 2.417 1.006 3.0 -0.5 -0.4 -0.36
C 0.191 2.512 0.189 1.3 -0.7 2.6 -0.50
H -1.984 2.968 0.899 -1.4 0.2 0.5 0.43
H 0.529 1.977 -0.640 -0.6 -1.3 -1.6 0.07
H 0.972 3.212 0.364 0.0 1.8 0.1 0.28
```
Forces are in eV/Å.

## Properties
LUMO level, hartree: 0.0179
Energy, Eh: -1281.7956
ΔE to the lowest compared entry with this formula, charge and spin, kJ/mol: 5.3
SMILES: OSc1ccccc1.ClC1=CC1

---

Entry 5:
Entry from the OMol25 dataset: a 2-piece molecular cluster, CH4O4Si overall (ωB97M-V/def2-TZVPD).

Structure (XYZ):
```
10
Properties=species:S:1:pos:R:3:forces:R:3:mulliken_charge:R:1
C -1.402 -0.516 0.795 1.4 -0.8 1.4 0.00
O -2.387 -0.070 1.735 -0.7 0.8 -0.6 -0.35
O -1.458 0.467 -0.164 -0.9 1.5 -1.9 -0.25
O 1.467 0.774 -1.045 -1.2 -0.4 1.8 -0.65
O -3.508 2.463 0.424 0.6 -1.3 0.5 -0.62
Si -2.682 1.201 0.673 -0.4 0.7 0.0 0.69
H -0.404 -0.365 1.222 -0.1 -1.1 0.4 0.24
H -1.626 -1.507 0.392 0.1 0.1 0.2 0.24
H 0.524 0.566 -0.751 1.7 0.6 -0.8 0.38
H 1.949 0.860 -0.187 -0.5 -0.1 -1.1 0.31
```
Forces are in eV/Å.

## Properties
LUMO level, hartree: -0.0164
Energy, Eh: -631.0047
ΔE to the lowest compared entry with this formula, charge and spin, kJ/mol: 208.9

---

Entry 6:
Entry from the OMol25 dataset: C3H9NS in the gas phase (ωB97M-V/def2-TZVPD).

Structure (XYZ):
```
14
Properties=species:S:1:pos:R:3:forces:R:3:mulliken_charge:R:1
C -0.308 -1.970 1.002 -0.8 0.6 3.3 -0.84
N 0.278 -0.568 1.029 1.0 -2.0 -1.5 -0.37
C -0.626 0.529 0.619 -0.7 -0.7 -0.5 -0.51
S 0.169 2.033 0.032 1.0 0.6 0.0 -0.07
C 0.813 1.705 -1.704 -1.1 -2.4 1.7 -0.73
H -1.191 -1.961 1.696 0.3 0.2 -0.9 0.29
H 0.285 -2.755 1.584 0.1 1.3 -1.2 0.29
H -0.629 -2.363 0.060 0.0 -0.1 -0.8 0.33
H 1.084 -0.698 0.362 -1.0 1.1 0.9 0.24
H -1.362 0.312 -0.202 0.5 -0.5 0.7 0.30
H -1.235 0.834 1.510 0.6 -0.1 -0.8 0.32
H 0.192 2.293 -2.336 -0.7 -0.1 -0.8 0.29
H 1.818 2.059 -1.836 0.6 -0.2 0.4 0.28
H 0.711 0.550 -1.816 0.3 2.2 -0.4 0.20
```
Forces are in eV/Å.

## Properties
LUMO level, hartree: 0.0367
Energy, Eh: -572.5917
ΔE to the lowest compared entry with this formula, charge and spin, kJ/mol: 127.1
SMILES: CNCSC

---

Entry 7:
Entry from the OMol25 dataset: a 7-piece molecular cluster, C18H40Br12N3Si overall (ωB97M-V/def2-TZVPD).

Structure (XYZ):
```
74
Properties=species:S:1:pos:R:3:forces:R:3:mulliken_charge:R:1
C 3.010 -1.918 1.063 -0.9 1.0 0.3 -0.97
Si 2.473 -0.096 0.895 1.5 -0.9 0.2 0.17
C 2.912 0.731 2.530 -0.2 -0.2 -0.1 -1.01
C 3.483 0.602 -0.563 -1.1 -0.1 0.2 -0.89
C 0.604 -0.150 0.507 -0.5 0.5 -0.6 0.12
C -0.241 1.122 0.282 -0.3 0.2 -1.2 -0.74
N -1.613 0.510 0.309 0.1 -1.8 -1.7 -0.04
C -1.504 -0.764 0.719 1.3 2.4 1.5 -0.05
N -2.304 -1.765 0.417 -0.5 0.1 0.0 0.19
N -0.303 -0.820 1.509 -0.4 -0.6 0.5 -0.17
H 2.220 -2.416 1.640 0.2 -0.3 -0.2 0.18
H 3.922 -1.936 1.665 0.0 -0.2 -0.3 0.36
H 3.137 -2.366 0.076 0.1 -0.2 0.2 0.31
H 3.837 0.254 2.873 -0.1 0.1 -0.2 0.24
H 2.177 0.509 3.314 0.0 0.3 -0.1 0.36
H 3.132 1.800 2.464 -0.3 -0.1 0.1 0.33
H 2.838 1.152 -1.261 0.3 0.2 0.1 0.06
H 4.289 1.233 -0.186 0.0 0.0 -0.2 0.41
H 3.873 -0.253 -1.122 0.2 0.2 0.1 0.32
H 0.462 -0.732 -0.422 0.5 0.0 0.1 0.32
H -0.062 1.915 1.016 -0.4 -0.3 0.2 0.37
H -0.206 1.598 -0.704 0.6 -0.1 0.1 0.42
H -2.124 0.530 -0.579 -0.4 0.9 0.3 0.10
H -2.366 -2.042 -0.553 -0.7 0.2 -0.1 0.13
H -2.786 -2.277 1.151 0.6 -0.5 -0.1 0.07
H -0.422 -0.057 2.183 0.1 -0.6 0.6 0.27
Br 6.125 2.059 3.572 0.1 0.1 0.0 -0.12
C 6.091 3.158 5.178 0.1 -0.2 0.0 -0.56
C 4.842 2.916 5.983 -0.1 0.2 0.1 -0.59
Br 3.296 3.789 5.184 0.0 -0.1 0.0 -0.14
H 6.196 4.189 4.857 -0.1 0.0 0.0 0.37
H 6.972 2.865 5.744 0.0 0.0 0.0 0.34
H 4.937 3.355 6.975 0.0 0.0 0.0 0.36
H 4.596 1.863 6.077 0.1 0.0 0.0 0.36
Br -2.730 -1.737 4.448 -0.1 0.0 0.0 -0.14
C -3.201 -3.604 4.751 0.2 0.1 0.1 -0.54
C -3.163 -4.381 3.466 -0.3 -0.2 0.1 -0.20
Br -4.718 -4.005 2.351 0.1 0.1 -0.1 -0.11
H -4.176 -3.613 5.229 0.0 0.0 -0.1 0.41
H -2.455 -3.981 5.448 0.0 0.0 -0.1 0.38
H -3.200 -5.452 3.657 0.0 0.0 0.1 0.38
H -2.295 -4.148 2.865 0.2 0.0 0.0 -0.13
Br -0.242 -4.203 0.920 0.2 -0.1 -0.1 -0.06
C -0.239 -6.054 0.300 -0.3 0.1 0.0 -0.67
C -0.160 -7.019 1.452 0.3 -0.2 0.0 -0.50
Br 1.640 -7.111 2.182 -0.1 0.1 0.0 -0.11
H 0.590 -6.150 -0.394 0.0 0.0 0.1 0.41
H -1.176 -6.176 -0.239 0.0 0.0 0.0 0.36
H -0.386 -8.030 1.117 0.0 0.0 -0.1 0.38
H -0.821 -6.756 2.273 0.0 0.0 -0.1 0.20
Br -2.844 -0.869 -3.096 0.1 0.0 0.2 -0.16
C -4.643 -0.376 -2.518 -0.1 -0.2 -0.1 -0.65
C -5.160 0.799 -3.298 -0.1 0.3 0.1 -0.58
Br -4.346 2.458 -2.685 0.1 -0.1 0.0 -0.13
H -4.594 -0.187 -1.449 0.0 0.0 0.0 0.38
H -5.253 -1.259 -2.698 0.0 0.0 0.0 0.43
H -6.229 0.925 -3.136 0.0 -0.1 0.0 0.39
H -4.965 0.724 -4.364 0.0 0.0 0.0 0.41
Br 4.933 0.010 -4.636 -0.1 0.0 -0.1 -0.13
C 4.301 1.703 -5.361 0.3 -0.1 0.1 -0.60
C 3.333 2.374 -4.424 -0.1 0.2 -0.1 -0.54
Br 1.578 1.538 -4.480 -0.1 -0.1 0.1 -0.13
H 3.878 1.489 -6.338 -0.1 0.0 0.0 0.38
H 5.193 2.315 -5.481 0.0 0.0 0.0 0.35
H 3.166 3.407 -4.722 0.0 0.0 0.0 0.38
H 3.660 2.346 -3.389 0.1 0.0 0.0 0.30
Br -3.937 4.860 -6.983 0.0 0.1 0.0 -0.13
C -3.896 5.935 -5.360 0.1 -0.3 -0.1 -0.54
C -5.118 5.700 -4.514 -0.2 0.3 0.1 -0.47
Br -6.676 6.612 -5.238 0.0 -0.1 0.0 -0.12
H -3.785 6.970 -5.668 -0.1 0.0 0.0 0.40
H -2.999 5.617 -4.832 0.0 0.0 0.0 0.32
H -4.980 6.120 -3.518 0.1 0.0 0.0 0.34
H -5.378 4.651 -4.428 0.1 0.0 -0.1 0.18
```
Forces are in eV/Å.

## Properties
LUMO level, hartree: -0.1283
Energy, Eh: -32051.5637
Total charge: +1